No. 1
Computed, not measured: an isolated ion of composition C3H10N3O and charge +1, with the ωB97M-V functional and the def2-TZVPD basis.

E_LUMO   -3.63 eV
Net charge   +1
ΔE to the lowest compared entry with this formula, charge and spin   274.2 kJ/mol
Structure (SMILES)   NC(N)COC=[NH2+]
Electronic energy   -9783.458 eV
E_HOMO   -13.53 eV

Geometry as XYZ:
```
17
Properties=species:S:1:pos:R:3:forces:R:3
C 0.134196 1.129683 -0.049886 1.8883 2.1508 0.4907
C 1.169995 0.004154 -0.450146 -1.4863 -0.5979 1.5232
C -1.917892 0.022701 0.161653 0.8355 0.1131 0.2599
N 0.570306 -1.182639 0.162168 -0.0759 -0.7943 -2.7779
N -3.185258 -0.124373 0.021328 -2.4085 -0.4594 0.6392
N 2.417297 0.338234 0.291041 -1.2533 2.5083 -0.9470
O -1.319922 1.054505 -0.341610 0.8111 -1.5011 0.4288
H 0.343860 1.341568 1.089022 -0.9322 -0.4366 -2.1032
H 0.359653 2.043813 -0.632546 0.0978 -0.3551 0.6256
H 1.208746 -0.183979 -1.543838 0.2335 0.4297 0.6203
H -1.296489 -0.755157 0.648844 -0.5224 0.5345 -0.1672
H 0.708273 -1.186362 1.138482 0.8255 -0.3884 1.1393
H 0.906120 -2.009031 -0.341534 -0.1670 0.0989 0.9841
H -3.789462 0.546922 -0.500511 0.8270 -0.6657 0.5999
H -3.676633 -0.830023 0.637454 0.8320 1.0357 -1.3446
H 3.281460 0.084876 -0.184935 -0.3117 -0.0299 -0.1339
H 2.384778 1.401643 0.325121 0.8067 -1.6426 0.1630
```
Forces are in eV/Å.

No. 2
Computed, not measured: C4H8BCsF4O2S as an isolated structure, with the ωB97M-V functional and the def2-TZVPD basis.

E_LUMO   -0.44 eV
ΔE to the lowest compared entry with this formula, charge and spin   107.9 kJ/mol
Electronic energy   -31308.548 eV
E_HOMO   -11.10 eV

Geometry as XYZ:
```
21
Properties=species:S:1:pos:R:3:forces:R:3
Cs -2.664947 1.836154 0.746447 -0.0983 0.0861 0.1360
B -3.913067 0.344364 -1.638823 -0.5689 -0.5503 -0.7284
F -3.007217 -0.605806 -1.208893 1.2749 -0.6104 0.1490
F -4.814707 0.508794 -0.648683 -1.5604 0.8203 3.4052
F -3.326657 1.534424 -1.949973 2.0733 2.2832 0.2668
F -4.649297 0.061324 -2.695653 -1.2300 -1.9851 -3.2366
C 1.133543 -1.171616 -0.412073 -0.2992 2.0073 0.0480
C 1.425913 -1.443066 1.073297 0.9300 -0.7904 -0.3721
C 1.449443 -0.113186 1.842827 -1.2009 0.5751 0.6541
S 1.562303 1.254134 0.648267 1.4392 -0.5766 -1.3513
O 2.718783 2.117314 0.885817 -1.5684 -0.5050 0.1050
O 0.211573 1.819934 0.419257 1.8399 -0.6790 0.6023
C 1.953233 0.116504 -0.755573 -0.6174 0.2388 0.6811
H 0.071073 -0.937606 -0.344983 -0.2002 0.1389 -0.9476
H 1.291313 -1.939996 -1.168903 0.1070 -0.2223 0.5287
H 2.386803 -1.944416 1.189207 0.2065 0.1574 0.0384
H 0.699723 -2.180076 1.416177 -0.1449 0.3623 0.3875
H 2.151573 -0.033096 2.672717 0.5068 0.0332 -0.5571
H 0.511713 0.160034 2.326687 -0.3886 -0.5003 -0.0250
H 3.014383 -0.132366 -0.767603 0.1061 0.2344 0.4695
H 1.794513 0.748244 -1.629533 -0.6066 -0.5177 -0.2533
```
Forces are in eV/Å.

No. 3
Computed, not measured: the molecule C4H8O2, with the ωB97M-V functional and the def2-TZVPD basis.

E_LUMO   0.71 eV
ΔE to the lowest compared entry with this formula, charge and spin   355.8 kJ/mol
Electronic energy   -8369.595 eV
E_HOMO   -8.71 eV

Geometry as XYZ:
```
14
Properties=species:S:1:pos:R:3:forces:R:3
O 0.757160 -0.352972 1.802039 0.0950 0.3784 0.1089
C 0.775875 0.759086 1.064299 0.4432 -0.2004 -0.0158
C 1.173835 0.355258 -0.343552 0.1326 0.0551 0.1011
C -0.123477 0.326749 -1.193315 -0.0664 0.0518 0.0909
C -1.236962 -0.093930 -0.232507 -0.1951 0.4213 -0.0944
O -1.154587 -1.448568 0.141299 0.0431 -0.0649 0.1595
H 0.422526 -0.119592 2.682696 0.2313 -0.0273 -0.1028
H -1.114293 0.591265 0.638302 -0.4716 -0.3453 -0.2269
H 1.876259 1.111103 -0.710078 -0.0695 -0.1795 -0.0368
H 1.656414 -0.630514 -0.358180 -0.0226 0.0850 0.0195
H -0.350231 1.318777 -1.601616 0.0637 -0.1063 0.1756
H -0.030839 -0.365238 -2.041367 -0.0155 0.1424 0.2589
H -2.245543 0.090068 -0.599489 0.0332 -0.1514 -0.2568
H -0.406135 -1.541492 0.751471 -0.2014 -0.0590 -0.1809
```
Forces are in eV/Å.

No. 4
Computed, not measured: C2H5AgINO as an isolated structure, with the ωB97M-V functional and the def2-TZVPD basis.

⟨S²⟩   0.759
E_LUMO (spin up / spin down)   -5.26 / -8.24 eV
Multiplicity   2
Net charge   +1
ΔE to the lowest compared entry with this formula, charge and spin   82.2 kJ/mol
Electronic energy   -17783.194 eV
E_HOMO (spin up / spin down)   -14.27 / -13.28 eV

Geometry as XYZ:
```
11
Properties=species:S:1:pos:R:3:forces:R:3
Ag 17.337780 -25.412590 7.595640 1.7712 -2.8511 2.9926
I 16.386290 -23.937730 6.101220 -0.6250 1.9563 -3.5795
O 14.369330 -22.301680 4.478820 -0.4959 -0.3166 1.4776
C 13.587320 -22.524570 5.424560 -0.1973 -0.5086 -5.4162
N 13.996850 -22.515680 6.659840 -0.1452 -0.3751 3.0632
C 12.116820 -22.862820 5.125210 0.6521 1.1678 0.6681
H 13.364690 -22.695940 7.426640 -0.0974 -0.0268 -0.0513
H 14.980270 -22.502080 6.889630 -0.2359 1.1794 0.0957
H 11.709920 -22.316270 5.975990 -1.4027 -0.5908 -0.1757
H 11.881790 -23.923640 5.038430 0.3191 -0.0323 0.7471
H 11.754950 -22.448800 4.184070 0.4569 0.3977 0.1784
```
Forces are in eV/Å.

Q: Look up the electronic energy of the first one.
A: -9783.458 eV

Q: Which value of electronic energy does entry 1 give?
A: -9783.458 eV